Entry 1:
Computed, not measured: C23H92B8N4O7SnZn as an isolated structure, with ωB97M-V/def2-TZVPD.

Computed properties:
- HOMO-LUMO gap: 1.94 eV
- E_tot: -3868.23373 a.u.
- Charge: -4

CARTESIAN COORDINATES (ANGSTROEM)
Sn -11.29261 -19.06928 16.12303
Zn -9.39601 -18.39896 20.50168
B -10.35500 -20.17638 21.25789
H -9.64091 -19.63369 21.85773
H -11.10880 -19.44567 21.00875
H -9.83314 -20.51883 20.37775
H -10.76626 -21.02695 21.77909
B -9.85079 -21.64924 17.38119
H -10.52506 -21.67204 16.53912
H -10.14216 -20.90786 18.10899
H -9.79866 -22.62358 17.84184
H -8.87953 -21.36129 17.00973
B -7.48600 -18.98678 19.82127
H -7.68084 -19.28581 20.83953
H -6.51279 -19.33550 19.51224
H -8.18216 -19.51004 19.18424
H -7.63356 -17.92752 19.67835
B -11.56898 -13.60973 14.54686
H -11.93080 -12.72846 15.05350
H -12.40740 -14.13524 14.11659
H -10.82717 -13.40173 13.79142
H -11.13144 -14.24123 15.30448
B -12.78112 -13.63379 17.88554
H -13.75394 -14.09454 17.81094
H -12.72367 -12.69645 17.35420
H -12.46185 -13.44088 18.89801
H -12.09860 -14.38068 17.51062
B -13.49229 -20.47649 18.16227
H -12.48261 -20.18982 18.41249
H -13.98542 -20.99898 18.96730
H -14.05936 -19.57923 17.96838
H -13.42844 -21.11305 17.29338
B -13.08945 -16.31481 15.92539
H -12.19227 -16.16847 16.50668
H -13.50912 -17.30726 15.98159
H -13.80768 -15.55979 16.20526
H -12.96586 -16.01153 14.89729
B -10.50730 -17.53858 19.03477
H -9.58496 -16.97929 19.00780
H -11.20097 -17.05922 18.36150
H -10.34705 -18.55681 18.71575
H -10.91364 -17.51036 20.03393
C -12.31831 -23.82809 15.60327
O -13.03438 -24.11322 16.79293
C -14.43156 -23.93184 16.51239
C -15.17919 -24.40742 17.78741
N -15.10467 -23.51600 18.92469
C -15.64835 -24.00870 20.18190
C -17.17663 -24.16375 20.17759
O -17.57638 -24.69936 21.42680
C -18.93108 -25.16233 21.49978
H -12.69032 -24.45169 14.79035
H -11.28909 -24.13442 15.79027
H -12.22701 -22.80926 15.22675
H -14.81773 -24.41575 15.61528
H -14.65490 -22.86498 16.50709
H -14.78475 -25.39696 18.01834
H -16.20015 -24.68574 17.52614
H -15.61922 -22.67049 18.72352
H -15.35476 -23.35348 21.00202
H -15.23113 -24.98251 20.43825
H -17.42617 -24.87182 19.38736
H -17.72730 -23.23523 20.02692
H -19.67676 -24.39166 21.30453
H -19.04141 -25.76061 22.40420
H -19.17315 -25.79568 20.64633
C -13.97915 -17.27651 19.74776
O -13.42097 -16.25017 20.55246
C -13.10411 -16.70922 21.89362
C -12.40835 -15.49312 22.55830
N -11.17875 -15.11665 21.87460
C -10.77448 -13.67829 22.13279
C -9.65395 -13.23146 21.22341
O -9.87761 -13.72774 19.87790
C -8.85116 -13.80146 18.99403
H -14.94842 -17.61716 20.11188
H -13.26371 -18.04762 19.46205
H -14.07966 -16.90710 18.72720
H -12.45407 -17.58398 21.91193
H -14.00902 -17.02783 22.41104
H -12.17604 -15.73227 23.59606
H -13.12529 -14.67288 22.59426
H -10.46473 -15.81984 22.00030
H -10.61267 -13.59581 23.20756
H -11.63159 -13.05414 21.87998
H -8.73734 -13.57607 21.70213
H -9.75192 -12.14814 21.29365
H -9.29661 -14.04812 18.03027
H -7.99145 -14.38904 19.31613
H -8.35042 -12.83506 18.93551
C -7.13187 -15.87145 16.90927
C -8.31834 -16.71037 16.36049
C -8.41390 -16.63415 14.82976
O -9.65643 -17.21467 14.37542
C -10.15285 -16.88147 13.06391
N -8.18156 -18.03129 16.89571
H -6.14423 -16.08269 16.49934
H -7.16283 -16.08653 17.97740
H -7.34299 -14.81100 16.77158
H -9.22177 -16.23825 16.74653
H -7.52867 -17.07809 14.37436
H -8.31908 -15.57186 14.60467
H -11.17655 -17.24074 12.95872
H -9.51711 -17.34684 12.31068
H -10.20691 -15.79891 12.94878
H -8.04330 -17.98159 17.89497
H -7.23147 -18.27400 16.65379
C -14.62134 -18.70347 13.27683
C -14.83382 -19.78759 14.39889
C -16.04524 -20.75890 14.12410
O -16.10325 -21.68174 15.21228
C -17.21522 -22.52074 15.19689
N -13.62349 -20.55831 14.64376
H -13.88032 -17.93349 13.49159
H -15.56484 -18.20931 13.04507
H -14.38683 -19.19157 12.33085
H -15.01505 -19.39038 15.39763
H -15.78519 -21.26711 13.19555
H -16.95399 -20.18612 13.93924
H -17.24424 -23.18441 16.06107
H -17.16098 -23.19826 14.34477
H -18.13328 -21.94355 15.30696
H -14.01880 -21.24943 15.26520
H -13.42660 -21.12411 13.83062
C -9.40462 -21.19600 11.74194
C -9.44583 -21.20313 13.30879
C -8.26536 -20.40148 13.88963
O -10.62325 -20.60012 13.57631
H -10.35535 -21.41655 11.25657
H -8.69753 -21.90743 11.31535
H -9.24972 -20.21784 11.28663
H -9.44112 -22.23505 13.65983
H -7.33770 -20.85056 13.53486
H -8.29132 -20.37201 14.97892
H -8.40834 -19.36947 13.56929
H -11.32465 -21.19199 13.29467

Forces on the atoms, in the same order (eV/Å):
-0.9 0.6 1.6
-0.4 -1.3 -0.6
-0.8 -0.4 -0.3
3.4 2.1 3.5
-3.4 2.2 -1.0
1.7 -1.3 -3.2
-1.4 -2.9 2.3
0.3 0.4 -0.1
-3.1 -0.1 -3.8
-1.3 2.8 2.7
0.0 -3.9 1.8
4.1 1.1 -1.6
0.7 -0.2 -0.1
-0.3 -1.1 4.2
3.8 -0.9 -0.9
-2.5 -1.9 -2.3
0.0 4.4 -0.5
0.0 0.2 -0.2
-1.2 3.7 1.7
-3.3 -2.0 -2.0
3.5 1.2 -3.7
1.9 -2.5 2.8
0.0 0.4 0.3
-4.2 -1.6 0.0
0.2 3.8 -2.4
1.0 0.9 4.7
2.8 -2.4 -1.5
-0.3 0.4 -0.6
4.2 1.2 1.2
-1.6 -2.1 3.3
-2.4 3.5 -1.1
0.0 -2.7 -3.6
0.7 -0.9 -0.7
3.6 0.2 2.2
-2.1 -5.0 0.4
-2.9 2.3 1.7
1.0 0.4 -4.3
0.0 0.4 -1.1
3.6 2.4 -0.4
-2.5 1.9 -1.9
0.7 -4.0 -1.2
-2.3 0.4 4.0
1.2 -0.9 0.3
-1.1 0.3 -1.8
0.1 0.9 3.2
0.0 -1.0 -0.6
-0.4 -0.4 0.2
-0.2 0.0 -0.2
0.2 -0.4 0.2
-1.0 -0.7 0.8
1.1 0.1 -1.3
-0.3 -0.3 -0.4
0.1 0.1 0.1
-0.6 0.4 0.7
0.3 -0.3 -0.2
0.3 0.2 -0.6
0.5 0.0 0.5
-0.7 0.3 -0.4
0.6 0.6 -0.3
0.0 0.3 -0.1
0.1 -0.2 -0.2
-0.3 -0.1 -0.3
0.2 0.3 -0.3
0.0 0.6 0.9
-0.2 0.5 0.1
0.4 -0.7 -0.2
0.8 0.5 -1.3
0.0 -1.0 1.6
0.4 1.5 -1.6
0.1 -0.8 -0.3
-0.7 1.8 0.1
-1.6 -2.8 -1.0
-0.4 -0.8 -0.9
-1.3 0.3 3.3
1.2 1.2 -0.2
0.0 -0.4 0.2
0.0 -0.7 1.1
-0.5 0.9 0.1
0.3 -0.2 -0.4
-0.4 0.2 0.3
-0.2 -0.3 0.7
0.2 0.2 -0.4
0.2 0.3 0.0
0.7 0.7 0.3
-0.3 -0.3 0.0
0.7 0.0 -0.5
0.7 0.5 -0.5
0.2 -0.3 0.0
-0.2 -1.1 0.0
0.0 0.9 -0.6
-1.1 0.5 -0.2
0.5 1.3 -0.2
-0.8 0.2 0.5
0.4 -0.2 0.1
0.5 0.5 1.0
0.0 -0.9 -0.7
0.0 -0.4 -0.2
0.4 0.2 0.0
0.1 0.2 0.0
-0.2 -0.1 0.0
0.1 -0.7 -0.3
-0.6 0.2 -0.3
0.1 -0.2 0.4
0.2 -0.1 -0.3
0.1 0.2 0.0
-0.9 0.0 0.3
0.3 -0.8 -0.6
-1.0 -1.0 0.5
-0.4 0.8 -0.4
1.6 0.8 0.0
-0.2 0.6 -0.3
0.1 -0.2 0.4
-0.3 -0.3 -0.3
0.0 -0.1 0.5
-0.2 0.3 0.3
0.4 -0.4 -0.1
-0.2 0.8 -0.2
-0.2 -0.5 -0.3
-0.4 0.0 0.4
0.6 0.1 0.3
-0.5 0.1 -0.5
-0.3 0.1 -0.7
0.9 -0.3 1.1
0.2 0.0 -0.7
0.5 -0.4 -0.4
2.1 -0.3 -2.2
-1.1 -0.3 -0.1
-2.3 1.4 1.6
-0.5 -0.6 0.5
0.3 0.0 0.0
0.6 0.3 0.5
0.2 -0.2 0.2
0.1 0.2 0.0
0.0 -0.3 0.1
0.3 0.1 -0.2
-0.2 0.2 0.2

Results of the Mulliken charge analysis, in e, for atoms 1 through 5: atom 1 (Sn): 0.136, atom 2 (Zn): -2.195, atom 3 (B): 2.293, atom 4 (H): -0.365, atom 5 (H): -0.810


Entry 2:
Computed, not measured: a 3-piece molecular cluster, C8H12ClO8 overall, with ωB97M-V/def2-TZVPD.

Computed properties:
- HOMO-LUMO gap: 8.45 eV
- E_tot: -1373.94812 a.u.
- Energy above the lowest of the compared OMol25 structures with the same formula, charge and spin: 141.6 kJ/mol
- Charge: -1

CARTESIAN COORDINATES (ANGSTROEM)
Cl 1.29000 0.59400 1.68026
O 1.09663 1.99219 1.52411
O 2.67263 0.46428 2.19575
O 0.38817 0.18265 2.68998
O 1.08526 -0.13147 0.49011
O 3.02674 -1.30251 -3.63945
C 2.99298 -2.37895 -3.04637
O 3.19151 -3.49893 -3.70334
C 2.64686 -4.68800 -3.14312
C 2.10532 -4.10268 -1.75930
C 2.63981 -2.63768 -1.60425
H 3.44070 -5.42965 -3.05435
H 1.80194 -5.07661 -3.71162
H 2.51640 -4.78096 -1.01160
H 1.03528 -4.15664 -1.55881
H 3.52201 -2.80787 -0.98711
H 1.88047 -1.92618 -1.27978
O -4.89512 4.00848 -0.17472
C -3.99161 3.69738 0.65106
O -2.79002 4.21337 0.46705
C -1.97136 3.97400 1.59239
C -2.67202 2.80426 2.28154
C -4.12278 2.81864 1.81019
H -1.95800 4.75441 2.35323
H -0.95946 3.69102 1.30244
H -2.62235 2.79410 3.37036
H -2.16016 1.88352 2.00167
H -4.78984 3.27799 2.53966
H -4.39985 1.76798 1.72388

Forces on the atoms, in the same order (eV/Å):
3.1 1.4 2.9
-0.7 1.8 -1.4
-1.1 -0.9 -1.0
-1.4 -1.4 1.1
-0.1 -0.9 -1.6
0.2 -1.9 1.3
-0.3 3.4 -0.5
0.6 -1.6 -2.4
-1.0 1.9 2.0
0.3 -1.2 0.7
-0.4 -2.2 -1.0
-0.1 0.1 0.1
0.3 0.1 -0.4
0.1 0.3 0.4
-0.1 0.0 -0.8
0.0 1.2 0.1
0.5 0.0 0.5
2.4 -1.1 2.6
-4.3 1.4 -5.0
0.4 0.7 0.1
0.3 -1.3 1.6
0.7 -1.1 1.0
1.3 -0.5 1.6
0.0 0.9 -0.7
-0.1 0.3 -0.2
0.3 0.4 0.0
-0.2 -0.1 -0.2
-0.1 0.1 -0.1
-0.6 0.4 -0.9

Results of the Mulliken charge analysis, in e, for atoms 1 through 5: atom 1 (Cl): 1.685, atom 2 (O): -0.681, atom 3 (O): -0.725, atom 4 (O): -0.678, atom 5 (O): -0.624


Entry 3:
Computed, not measured: one molecule with the formula C8H10N4OS, with ωB97M-V/def2-TZVPD.

Computed properties:
- HOMO-LUMO gap (spin up / spin down): 8.03 / 8.03 eV
- E_tot: -1003.10297 a.u.
- Energy above the lowest of the compared OMol25 structures with the same formula, charge and spin: 404.3 kJ/mol
- Charge: 0

CARTESIAN COORDINATES (ANGSTROEM)
C -1.94709 0.41096 3.79145
C -0.52230 0.81321 3.80706
C -2.45284 0.01641 2.58836
C 0.24175 0.77381 2.60120
C -1.71317 0.04065 1.40526
C -0.36883 0.31743 1.41637
C 1.23413 -0.16030 -2.80157
C 1.60903 -1.42185 -3.60365
N 2.08281 0.26327 -1.93148
N 1.96755 1.22030 -1.04063
N 1.17425 1.16295 -0.06843
N 0.29564 0.24600 0.21034
O 0.56615 -2.20776 -4.17609
S -0.37033 0.44215 -3.17242
H -2.44330 0.30313 4.71487
H -0.16012 0.87820 4.87133
H -3.43126 -0.42023 2.63659
H 1.22758 0.93370 2.52652
H -2.21363 -0.37754 0.52280
H 2.24503 -1.83041 -2.72102
H 2.13632 -1.05636 -4.38326
H 1.45682 1.92170 0.67661
H -0.19874 -2.21775 -3.55592
H -0.41546 -0.05166 -4.31430

Forces on the atoms, in the same order (eV/Å):
4.5 1.0 -0.9
-1.7 -1.3 0.1
-0.3 -0.2 0.0
-4.5 -1.0 1.7
-1.4 -1.4 0.2
0.1 1.7 0.5
-0.5 0.2 0.4
-0.6 -0.5 4.2
-1.4 -2.5 -1.0
1.0 2.4 -0.3
-0.1 0.2 2.7
0.7 -0.1 -1.8
-0.1 0.6 1.4
-0.1 2.0 3.5
-0.6 0.0 0.8
0.3 0.5 -1.6
-0.5 0.0 -0.5
3.6 0.7 0.5
0.5 0.4 0.1
-0.7 -0.7 -2.2
2.3 0.6 -2.5
-1.0 -1.4 -1.7
0.8 -0.2 -0.5
0.0 -1.4 -3.0

Results of the Mulliken charge analysis, in e, for atoms 1 through 5: atom 1 (C): -0.499, atom 2 (C): -0.603, atom 3 (C): -0.394, atom 4 (C): -0.511, atom 5 (C): -0.270


Entry 4:
Computed, not measured: one molecule with the formula CH3Br2PS, with ωB97M-V/def2-TZVPD.

Computed properties:
- HOMO-LUMO gap: 6.97 eV
- Structure (SMILES): CP(=S)(Br)Br
- E_tot: -5927.42905 a.u.
- Energy above the lowest of the compared OMol25 structures with the same formula, charge and spin: 274.6 kJ/mol
- Charge: 0

CARTESIAN COORDINATES (ANGSTROEM)
C 1.01062 -0.05516 0.21107
P -0.80986 0.09845 -0.18150
S -1.18594 1.03060 -2.55653
Br -1.53848 -1.94987 0.27624
Br -1.60223 1.24086 1.61799
H 1.38110 0.81731 0.61448
H 1.45824 -0.89048 0.90736
H 1.28656 -0.29170 -0.88911

Forces on the atoms, in the same order (eV/Å):
-0.4 -3.8 -1.8
0.1 0.8 -0.8
0.5 -1.3 3.4
0.1 0.5 -0.4
0.3 -0.4 -1.0
0.8 2.3 0.2
-1.7 1.2 -1.4
0.4 0.6 1.8

Results of the Mulliken charge analysis, in e, for atoms 1 through 5: atom 1 (C): -0.856, atom 2 (P): 0.397, atom 3 (S): -0.275, atom 4 (Br): -0.099, atom 5 (Br): -0.139


Entry 5:
Computed, not measured: an isolated ion of composition C4H8NS and charge +1, with ωB97M-V/def2-TZVPD.

Computed properties:
- HOMO-LUMO gap (spin up / spin down): 5.95 / 7.33 eV
- E_tot: -609.66408 a.u.
- Energy above the lowest of the compared OMol25 structures with the same formula, charge and spin: 248.6 kJ/mol
- Charge: +1
- 2S+1: 3

CARTESIAN COORDINATES (ANGSTROEM)
C 0.12152 0.40913 -1.57802
C 1.11674 -0.23601 -0.92058
C -1.05956 0.30622 -0.61257
C -0.57770 -0.04664 0.84533
N 0.79202 -0.67897 0.45985
S -0.26496 1.42099 1.89621
H -0.07263 0.68452 -2.66289
H 2.07005 -0.66331 -1.19044
H -1.81782 1.14096 -0.72397
H -1.47365 -0.66178 -0.86765
H -1.32272 -0.68486 1.40695
H 0.67182 -1.68473 0.53455
H 1.44110 -0.36226 1.21233
H -1.54770 1.39396 2.32413

Forces on the atoms, in the same order (eV/Å):
0.4 -1.5 1.9
-0.1 0.3 -1.2
-1.3 0.8 0.0
-0.8 -1.0 -2.1
-2.1 0.9 1.1
3.1 2.1 0.8
0.9 -0.3 1.7
0.1 0.5 -0.6
0.8 -1.1 0.4
-1.0 0.1 -0.6
1.1 0.0 -0.8
0.3 -0.3 -0.2
0.4 0.2 -0.3
-1.7 -0.7 -0.2

Results of the Mulliken charge analysis, in e, for atoms 1 through 5: atom 1 (C): -0.283, atom 2 (C): -0.343, atom 3 (C): -0.604, atom 4 (C): -0.572, atom 5 (N): -0.082


Entry 6:
Computed, not measured: C5H6MnO4 as an isolated structure, with ωB97M-V/def2-TZVPD.

Computed properties:
- HOMO-LUMO gap (spin up / spin down): 2.92 / 8.47 eV
- E_tot: -1645.62099 a.u.
- Energy above the lowest of the compared OMol25 structures with the same formula, charge and spin: 374.2 kJ/mol
- Charge: +1
- 2S+1: 7

CARTESIAN COORDINATES (ANGSTROEM)
O -0.72144 -0.12881 3.05249
C -0.83445 0.60749 2.03883
O -1.10740 1.83162 2.13459
O -0.67201 0.08889 0.82165
C -0.02114 0.88135 -0.16404
C 0.13563 0.07969 -1.44192
Mn -1.14829 1.52743 4.13260
H 0.93307 1.26674 0.21912
H -0.63223 1.76395 -0.39351
H -0.70449 0.43279 -2.06184
H -0.00242 -1.95845 -2.39162
C 1.64494 -1.28452 -0.79709
C 0.18077 -1.44601 -1.43639
O 2.70802 -1.49053 -0.52522
H 0.61020 -0.22276 -2.56183
H -0.36876 -1.94888 -0.62580

Forces on the atoms, in the same order (eV/Å):
0.1 -0.9 -1.4
0.0 0.6 0.5
0.2 0.2 -1.1
0.8 -1.6 -1.3
1.2 1.8 0.5
-3.0 -1.3 -6.1
-0.4 1.1 2.5
-0.1 -0.1 0.2
0.3 -0.3 0.0
-0.7 -0.7 0.5
1.2 0.0 0.2
-0.7 -4.3 -2.0
0.2 0.4 4.7
-0.4 1.3 0.4
1.4 3.9 2.4
0.0 0.0 -0.1

Results of the Mulliken charge analysis, in e, for atoms 1 through 5: atom 1 (O): -0.672, atom 2 (C): 1.086, atom 3 (O): -0.630, atom 4 (O): -0.173, atom 5 (C): -0.625


Entry 7:
Computed, not measured: C3H3N3O as an isolated structure, with ωB97M-V/def2-TZVPD.

Computed properties:
- HOMO-LUMO gap: 9.28 eV
- E_tot: -355.46393 a.u.
- Energy above the lowest of the compared OMol25 structures with the same formula, charge and spin: 462.0 kJ/mol
- Charge: 0

CARTESIAN COORDINATES (ANGSTROEM)
N -0.83969 -1.79947 -0.80629
C 0.00659 -1.09521 -0.28935
N 1.31018 -0.90540 0.15414
N 1.52677 0.27397 -0.28380
O -0.27196 0.52890 1.99223
C -0.44824 1.11936 0.95509
C 0.29816 0.89421 -0.33713
H -0.58843 -2.68562 -1.22097
H -1.21227 1.92084 0.85940
H 0.21889 1.74843 -1.02330

Forces on the atoms, in the same order (eV/Å):
0.3 0.7 0.1
0.1 0.2 0.2
-0.7 -0.8 -0.6
-0.2 0.8 0.5
-0.1 0.4 -0.5
0.1 -0.4 0.4
0.3 0.0 -0.2
0.1 -0.3 0.1
0.2 -0.2 0.0
-0.1 -0.4 0.1

Results of the Mulliken charge analysis, in e, for atoms 1 through 5: atom 1 (N): -0.438, atom 2 (C): 0.363, atom 3 (N): -0.220, atom 4 (N): -0.161, atom 5 (O): -0.467


Entry 8:
Computed, not measured: a 2-piece molecular cluster, C3H6ClNO3 overall, with ωB97M-V/def2-TZVPD.

Computed properties:
- HOMO-LUMO gap: 8.22 eV
- E_tot: -858.50050 a.u.
- Energy above the lowest of the compared OMol25 structures with the same formula, charge and spin: 177.2 kJ/mol
- Charge: 0

CARTESIAN COORDINATES (ANGSTROEM)
C -1.85732 -2.14166 0.10912
C -0.27200 0.87463 -0.66594
C 0.19988 -0.34000 0.26017
N 1.55434 0.15751 0.75733
O -1.65885 -2.73696 1.08278
O -2.12256 -1.46793 -0.77401
O -0.29876 2.09894 0.14152
Cl 0.77587 -1.73322 -0.82970
H -1.34150 0.56844 -0.98797
H 0.46372 1.04680 -1.54372
H 1.37178 1.06154 1.11081
H 1.74036 -0.35887 1.57971
H 2.20944 0.18898 0.07137
H -0.76441 2.78181 -0.31147

Forces on the atoms, in the same order (eV/Å):
0.1 -0.3 2.3
-0.4 -0.9 -0.5
-0.4 1.3 -0.9
-3.3 -0.2 2.1
0.0 -0.6 -0.2
-0.9 0.5 -1.9
0.8 -2.0 0.4
0.1 0.6 0.0
2.0 0.8 0.1
-1.2 -0.3 0.9
-0.3 1.8 0.2
1.0 -1.2 0.5
3.0 -0.1 -2.4
-0.5 0.5 -0.6

Results of the Mulliken charge analysis, in e, for atoms 1 through 5: atom 1 (C): 0.880, atom 2 (C): -0.409, atom 3 (C): -0.448, atom 4 (N): -0.225, atom 5 (O): -0.413